ORCA calculation (the ωB97M-V functional and the def2-TZVPD basis) on a cluster of 14 separate species, C42H72O42 in total.

The energy relative to the best compared isomer or geometry (same formula, charge and spin) comes out at 0.0000 eV. As for the LUMO energy: -0.4 eV. Its charge is 0.

Element x y z (Å)
C -13.133971 -23.416445 -6.623813
C -14.355091 -23.169795 -5.762466
O -14.291678 -21.761130 -5.508218
C -13.650967 -21.194068 -6.533258
O -13.577651 -20.021295 -6.719581
O -13.013437 -22.123075 -7.260393
H -13.298105 -24.204699 -7.352215
H -12.225288 -23.560709 -6.040933
H -14.360149 -23.756673 -4.848467
H -15.248226 -23.381232 -6.345446
C -11.617697 -23.736232 -10.290870
C -11.995351 -22.305389 -10.528331
O -11.690610 -22.162848 -11.943143
C -11.945432 -23.368258 -12.477589
O -12.105455 -23.643733 -13.632443
O -11.901319 -24.350032 -11.543114
H -12.188541 -24.129800 -9.452129
H -10.554968 -23.759938 -10.029409
H -11.274461 -21.593921 -10.129517
H -13.075171 -22.178926 -10.424204
C -17.294107 -23.123912 -8.127528
C -18.039328 -22.801804 -9.425151
O -16.989515 -22.239151 -10.191571
C -16.076045 -21.671962 -9.354075
O -15.260448 -20.872848 -9.670138
O -16.278100 -22.144295 -8.109215
H -16.904011 -24.146465 -8.107467
H -17.882311 -23.034875 -7.213236
H -18.802466 -22.039081 -9.271633
H -18.428229 -23.769364 -9.734649
C -15.231725 -21.977475 -14.465459
C -14.549272 -20.906794 -13.626205
O -14.439231 -19.818997 -14.525225
C -14.681677 -20.217830 -15.801472
O -14.469501 -19.548226 -16.754768
O -15.065146 -21.509196 -15.804662
H -16.290168 -22.139869 -14.250435
H -14.751820 -22.948941 -14.361100
H -13.559605 -21.291463 -13.382519
H -15.044217 -20.613656 -12.703210
C -12.833843 -18.837836 -9.433229
C -13.455070 -18.236148 -10.706360
O -12.692589 -18.929155 -11.702500
C -11.442354 -19.062889 -11.248830
O -10.494880 -19.373334 -11.902111
O -11.451639 -18.875086 -9.910554
H -13.185857 -19.835742 -9.184874
H -12.873164 -18.122198 -8.616723
H -13.488874 -17.157308 -10.832239
H -14.464926 -18.614790 -10.880210
C -9.572738 -20.566564 -7.393156
C -8.543313 -19.693587 -7.982774
O -7.993871 -19.013786 -6.847305
C -8.905563 -19.031819 -5.846930
O -8.908876 -18.403148 -4.837512
O -9.884459 -19.922942 -6.150207
H -9.098248 -21.524752 -7.158105
H -10.512279 -20.576038 -7.939659
H -9.057550 -18.897410 -8.538193
H -7.773717 -20.131838 -8.610302
C -11.409627 -13.369868 -11.828068
O -11.405413 -13.883583 -13.145174
C -11.542639 -15.210431 -13.290196
O -11.667231 -15.982491 -12.372438
O -11.674299 -15.481585 -14.562708
C -11.892730 -16.805773 -14.964840
H -10.675284 -13.764682 -11.127200
H -12.374422 -13.451477 -11.333750
H -11.174684 -12.311332 -11.930570
H -12.897249 -17.111522 -15.264696
H -11.569649 -17.616676 -14.312556
H -11.320711 -16.971163 -15.880843
C -14.295358 -12.898069 -6.834102
O -13.095318 -13.668804 -6.862348
C -12.631372 -14.001825 -8.063356
O -12.912307 -13.459912 -9.103788
O -11.810674 -15.024085 -7.922923
C -11.377601 -15.635647 -9.140585
H -14.611126 -12.491778 -7.791693
H -14.025786 -12.057869 -6.190739
H -15.154410 -13.377163 -6.366715
H -10.534736 -15.013759 -9.467884
H -12.120830 -15.700545 -9.922943
H -10.742349 -16.496718 -8.936514
C -16.127117 -15.575198 -12.306731
O -15.382936 -15.473599 -13.491635
C -16.037114 -15.812648 -14.600970
O -17.209532 -16.058323 -14.715604
O -15.131998 -16.027725 -15.543099
C -15.495984 -16.344337 -16.882025
H -16.284654 -16.626583 -12.023747
H -17.135331 -15.168982 -12.388278
H -15.593197 -15.172168 -11.448085
H -14.731772 -16.019548 -17.581081
H -16.421484 -15.848210 -17.177607
H -15.648040 -17.419809 -16.925801
C -6.342855 -24.939018 -8.997686
O -7.146348 -24.539647 -10.071139
C -7.537020 -23.308122 -10.190384
O -7.688823 -22.500015 -9.293980
O -7.924148 -23.061345 -11.448186
C -8.517186 -21.804166 -11.791325
H -6.071625 -25.985887 -8.954471
H -6.903508 -24.716867 -8.073843
H -5.487708 -24.284841 -8.802051
H -7.697744 -21.206687 -12.186965
H -8.988095 -21.228534 -10.994771
H -9.280490 -22.105658 -12.499994
C -21.537889 -18.007876 -11.601391
O -20.383870 -18.532234 -12.174909
C -19.214103 -18.549323 -11.563025
O -19.082185 -18.274133 -10.396795
O -18.293492 -18.878715 -12.439568
C -17.015918 -19.287241 -11.965054
H -22.288254 -17.886268 -12.381615
H -21.433031 -17.057087 -11.076966
H -22.037952 -18.663633 -10.880433
H -16.591468 -18.719111 -11.139017
H -16.371815 -19.245667 -12.841813
H -17.147584 -20.327878 -11.665510
C -12.589820 -15.180361 -1.336922
O -12.349228 -15.377712 -2.715339
C -12.772789 -16.513557 -3.283810
O -13.181704 -17.457046 -2.667903
O -12.677039 -16.338113 -4.590620
C -12.979293 -17.408848 -5.456879
H -12.592177 -14.102530 -1.197975
H -11.889772 -15.733013 -0.713479
H -13.591524 -15.501973 -1.037388
H -12.315146 -17.429199 -6.320089
H -14.028235 -17.484394 -5.732144
H -12.669860 -18.334846 -4.961529
C -7.326193 -13.994683 -15.824063
O -6.978153 -14.924229 -14.815352
C -7.536952 -16.123445 -14.891431
O -8.457233 -16.394247 -15.629969
O -7.109009 -16.868533 -13.895781
C -7.451209 -18.239312 -13.817897
H -8.341172 -13.611158 -15.686893
H -7.297744 -14.487657 -16.794268
H -6.702083 -13.107336 -15.771294
H -8.488815 -18.465176 -13.573806
H -6.824202 -18.728577 -13.074831
H -7.192617 -18.700983 -14.772562
C -11.354663 -20.284527 -15.038341
O -10.048978 -20.054129 -15.513077
C -9.915246 -19.593704 -16.747042
O -10.778883 -19.456005 -17.569232
O -8.612050 -19.473211 -16.915339
C -8.019910 -18.961157 -18.098761
H -11.287248 -20.937735 -14.171713
H -11.937073 -20.858103 -15.767740
H -11.945555 -19.395421 -14.841400
H -8.233450 -19.727224 -18.851006
H -6.932706 -18.951453 -18.088053
H -8.421221 -17.995640 -18.393778

Atoms 1-6, force components in eV/Å:
C -0.083 0.892 0.317
C -0.002 -0.341 -0.019
O -0.546 -0.683 0.347
C 0.475 0.723 0.452
O -0.142 -0.162 -0.246
O 0.340 -0.707 -0.943

---

ORCA calculation (the ωB97M-V functional and the def2-TZVPD basis) on a cluster of 8 separate species, C42H73FO14SSi in total.

Its SMILES is CCCCCCCCCCCCCC[Si@H](F)S.O=C1CCCO1.O=C1CCCO1.O=C1CCCO1.O=C1CCCO1.O=C1CCCO1.O=C1CCCO1.O=C1CCCO1. As for the LUMO energy: 0.4 eV. Its charge is 0.

Element x y z (Å)
C 6.851445 -2.580390 -1.789210
C 5.497893 -1.986919 -1.403638
C 4.561586 -1.752579 -2.599139
C 4.466940 -0.294911 -3.086595
C 3.038608 0.157168 -3.345063
C 2.914694 1.658029 -3.611703
C 1.488857 2.216727 -3.492000
C 0.400115 1.215320 -3.871314
C -0.963716 1.832678 -4.183038
C -1.858041 0.965090 -5.085930
C -1.680825 -0.546860 -4.898538
C -0.707952 -1.226163 -5.888494
C -1.141026 -2.653749 -6.276505
C -0.061147 -3.706230 -5.962618
Si -0.051834 -4.198111 -4.180983
F 0.932307 -3.238126 -3.356951
S 0.681387 -6.195280 -3.993622
H 6.720517 -3.396820 -2.502516
H 7.510196 -1.842142 -2.250699
H 7.365347 -2.988890 -0.917022
H 5.645907 -1.050027 -0.864614
H 5.025733 -2.683421 -0.714376
H 3.557625 -2.085540 -2.318887
H 4.861810 -2.401067 -3.426457
H 5.039310 -0.183945 -4.012508
H 4.920891 0.363507 -2.344443
H 2.408418 -0.142340 -2.500995
H 2.649182 -0.388412 -4.211286
H 3.306264 1.869844 -4.610886
H 3.571310 2.177696 -2.912245
H 1.386722 3.085613 -4.148381
H 1.325399 2.582216 -2.473975
H 0.286247 0.500278 -3.054639
H 0.741006 0.668244 -4.751777
H -1.496697 2.040524 -3.251943
H -0.798961 2.800854 -4.663887
H -1.712141 1.230635 -6.136093
H -2.896428 1.216672 -4.858288
H -2.636587 -1.059583 -4.976264
H -1.329613 -0.725777 -3.877796
H -0.594227 -0.592316 -6.770077
H 0.287448 -1.287477 -5.441263
H -2.062543 -2.884343 -5.740345
H -1.374643 -2.716200 -7.340420
H -0.179072 -4.598812 -6.582664
H 0.937794 -3.314771 -6.176270
H -1.400200 -4.024841 -3.604361
H 1.375043 -5.999100 -2.869114
O 4.896144 2.012244 -0.638392
C 5.000520 3.190031 -0.466812
C 4.796658 3.983604 0.810670
C 4.659329 5.417505 0.307419
C 5.488820 5.375320 -0.972995
O 5.349275 4.033785 -1.469078
H 5.681818 3.842452 1.434179
H 3.931389 3.605695 1.347993
H 5.003973 6.175301 1.007230
H 3.616854 5.626241 0.064396
H 6.548421 5.560540 -0.783233
H 5.144071 6.054993 -1.747890
O -1.262275 -0.418631 1.993296
C -0.560311 -0.916368 1.160104
C -0.158084 -2.372016 1.007803
C 1.030204 -2.298355 0.053300
C 0.705801 -1.044557 -0.747984
O -0.008129 -0.188214 0.165416
H -1.007681 -2.905967 0.576415
H 0.063711 -2.800708 1.981228
H 1.160674 -3.170603 -0.582828
H 1.951635 -2.146966 0.617019
H 0.057917 -1.252794 -1.602079
H 1.589512 -0.514730 -1.095605
O -4.653091 -2.001879 -5.516262
C -5.133590 -2.377317 -6.544550
C -6.243785 -1.741694 -7.359746
C -6.666148 -2.865247 -8.301865
C -5.370121 -3.660287 -8.433288
O -4.697682 -3.495962 -7.172822
H -5.817306 -0.889313 -7.892711
H -7.028764 -1.380504 -6.701327
H -7.050728 -2.526970 -9.261194
H -7.430125 -3.480660 -7.825720
H -4.722363 -3.265168 -9.218969
H -5.516408 -4.724682 -8.596925
O -2.116638 5.299366 5.262722
C -1.961524 4.431654 4.449812
C -1.868610 4.558634 2.940778
C -2.088312 3.126497 2.461393
C -1.560654 2.320911 3.642109
O -1.827574 3.137747 4.803078
H -0.869813 4.929860 2.700859
H -2.600069 5.277839 2.582122
H -1.584909 2.875305 1.531278
H -3.154504 2.936369 2.333692
H -0.483093 2.159166 3.580128
H -2.049957 1.361786 3.772401
O 4.781867 -2.873821 2.007303
C 5.284208 -3.947406 1.867268
C 6.012153 -4.794463 2.896431
C 6.745964 -5.823423 2.042412
C 5.831060 -5.920005 0.824778
O 5.251155 -4.613517 0.683360
H 5.259571 -5.251300 3.542325
H 6.655740 -4.165733 3.505334
H 6.901184 -6.783983 2.528380
H 7.718392 -5.431346 1.742469
H 5.023343 -6.640662 0.971630
H 6.352187 -6.153841 -0.100215
O -6.382206 6.593455 9.944002
C -5.675969 6.098048 9.113779
C -5.312619 4.634722 8.934881
C -4.098050 4.689600 8.012381
C -4.362872 5.968509 7.231013
O -5.077384 6.827835 8.146513
H -6.156433 4.124913 8.465319
H -5.113624 4.177583 9.901337
H -3.984012 3.817757 7.372470
H -3.184641 4.801761 8.598984
H -5.002680 5.791510 6.363824
H -3.464180 6.477846 6.904976
O -5.620570 1.266386 7.496685
C -5.501966 0.712629 8.548517
C -4.221123 0.265982 9.231567
C -4.721530 -0.701503 10.300539
C -6.117719 -0.152237 10.581946
O -6.561402 0.410790 9.335833
H -3.747768 1.151090 9.661882
H -3.544712 -0.172155 8.503290
H -4.101100 -0.748064 11.192637
H -4.797257 -1.706810 9.884533
H -6.103920 0.643619 11.329814
H -6.839857 -0.906934 10.882267

Atoms 1-6, force components in eV/Å:
C 0.029 0.090 -0.030
C 0.074 -0.229 -0.154
C -0.153 0.100 0.029
C 0.232 -0.143 -0.041
C -0.077 -0.032 -0.178
C 0.074 -0.081 0.083

---

ORCA calculation (the ωB97M-V functional and the def2-TZVPD basis) on a cluster of 11 separate species, C42H74Br4N2O7 in total.

Its SMILES is c1ccncc1.c1ccncc1.C1CCOC1.C1CCOC1.C1CCOC1.C1CCOC1.C1CCOC1.C1CCOC1.C1CCOC1.BrCCBr.BrCCBr. As for the LUMO energy: 0.3 eV. Its charge is 0.

Element x y z (Å)
C 8.156731 0.614907 -5.336533
C 8.468711 1.518749 -6.370618
C 7.714760 1.548747 -7.517027
N 6.681203 0.708509 -7.727774
C 6.355423 -0.138642 -6.766844
C 7.048042 -0.166599 -5.557352
H 8.706257 0.635626 -4.406662
H 9.343149 2.143787 -6.235807
H 8.011040 2.102422 -8.397904
H 5.573136 -0.857644 -6.973737
H 6.692160 -0.890238 -4.833922
C 11.859949 -2.698979 2.415872
C 12.908230 -1.864998 2.776841
C 12.665729 -0.569225 3.179491
N 11.418904 -0.100220 3.308678
C 10.413624 -0.861556 2.903577
C 10.589440 -2.148689 2.383908
H 12.040506 -3.749771 2.242482
H 13.915512 -2.266292 2.766828
H 13.454792 0.059912 3.571615
H 9.411602 -0.499344 3.102368
H 9.725425 -2.712112 2.057950
C 8.954563 -5.363855 -6.604021
C 7.576792 -4.645153 -6.501555
C 7.237792 -4.897980 -5.067425
O 8.459544 -4.925832 -4.320397
C 9.372661 -5.648603 -5.165261
H 9.703865 -4.810714 -7.166750
H 8.853572 -6.324999 -7.114146
H 6.867983 -5.132623 -7.166908
H 7.673506 -3.578784 -6.699202
H 6.807013 -5.896117 -4.900001
H 6.584687 -4.156508 -4.606674
H 9.313263 -6.696571 -4.849018
H 10.401344 -5.350905 -4.950844
C 14.450098 -6.754475 2.197163
C 13.825223 -6.839090 0.782521
C 13.898501 -5.365688 0.276340
O 14.705071 -4.647409 1.209188
C 14.508129 -5.272708 2.456888
H 15.514792 -7.016611 2.181543
H 14.066570 -7.338340 3.032258
H 12.801931 -7.182360 0.915213
H 14.483887 -7.393743 0.121037
H 12.883457 -4.950814 0.243110
H 14.250652 -5.374075 -0.753396
H 13.584872 -4.909717 2.932616
H 15.384964 -4.984247 3.040443
C 12.421095 -1.557743 -8.097085
C 11.159957 -2.302192 -7.602813
C 10.733907 -1.466149 -6.392036
O 11.954051 -1.073735 -5.777697
C 12.890596 -0.831138 -6.830475
H 12.093179 -0.843623 -8.850846
H 13.157367 -2.242567 -8.506290
H 11.392742 -3.293066 -7.209060
H 10.352742 -2.387362 -8.329335
H 10.163940 -2.012808 -5.635993
H 10.110050 -0.610344 -6.668696
H 13.884943 -1.161404 -6.527120
H 12.962016 0.249126 -6.978886
C 11.897521 -3.097278 -1.850123
C 11.074010 -2.961143 -3.127853
C 10.461668 -1.575601 -3.057880
O 10.661787 -1.106716 -1.707978
C 11.892767 -1.696957 -1.258408
H 12.930466 -3.383531 -2.058865
H 11.492761 -3.728943 -1.061544
H 10.275109 -3.706081 -3.125561
H 11.711399 -3.085745 -4.004064
H 9.396174 -1.648488 -3.282554
H 10.954814 -0.856114 -3.716214
H 11.956931 -1.765000 -0.172387
H 12.729853 -1.068843 -1.578910
C 12.199481 -8.733209 -2.213467
C 13.589594 -9.340718 -2.505288
C 14.206726 -8.206506 -3.298251
O 13.748397 -7.030110 -2.650617
C 12.341067 -7.213353 -2.462266
H 11.909702 -8.967458 -1.190112
H 11.476309 -9.122416 -2.930082
H 13.459059 -10.190761 -3.176155
H 14.133115 -9.614311 -1.607146
H 13.904021 -8.149589 -4.351832
H 15.286703 -8.340182 -3.410424
H 11.712748 -6.858709 -3.286584
H 12.083957 -6.572888 -1.615664
C 8.959778 2.321721 0.805115
C 8.930772 0.914803 0.241208
C 8.215194 1.147878 -1.091836
O 8.543664 2.444372 -1.477138
C 9.001978 3.267190 -0.416936
H 9.739550 2.541216 1.538992
H 8.035391 2.443289 1.376949
H 8.315687 0.220262 0.818528
H 9.882077 0.405690 0.085243
H 7.121737 1.089392 -0.946217
H 8.440943 0.384085 -1.840370
H 8.355605 4.143895 -0.300542
H 9.974414 3.617141 -0.779767
C 12.809493 2.884237 -0.058774
C 14.263707 3.158837 -0.403249
C 14.466401 2.349926 -1.660793
O 13.881328 1.113678 -1.242666
C 12.710972 1.401507 -0.434818
H 12.145232 3.452669 -0.708648
H 12.600768 3.094360 0.988362
H 14.942658 2.707447 0.323272
H 14.509143 4.225542 -0.447880
H 15.520103 2.163109 -1.864786
H 14.024296 2.765885 -2.574267
H 12.672805 0.728546 0.418598
H 11.874021 1.253468 -1.119624
Br 8.870075 -4.665325 0.194270
C 7.294665 -3.545427 -0.217248
C 7.102883 -3.546207 -1.723705
Br 5.637270 -2.306914 -2.254152
H 7.471596 -2.540069 0.149095
H 6.421469 -3.998805 0.239463
H 6.901166 -4.539392 -2.112765
H 7.948331 -3.161989 -2.285499
Br 15.896455 -3.750816 -4.434320
C 15.086490 -1.942952 -4.324946
C 16.197785 -0.914121 -4.382111
Br 15.535499 0.903759 -4.620711
H 14.566080 -1.953882 -3.372196
H 14.367485 -1.899075 -5.135407
H 16.867510 -1.168128 -5.200005
H 16.791922 -0.938572 -3.473439

Atoms 1-6, force components in eV/Å:
C -0.662 1.136 -0.937
C 0.658 -0.177 1.043
C -0.317 -1.156 -0.460
N 0.039 0.227 -0.397
C 0.810 0.610 0.079
C -0.446 -1.184 0.492

---

no.,highest occupied orbital energy (eV),DFT total energy (eV),largest force on an atom (eV/A)
1,-10.2,-130714.8308,3.38
2,-9.5,-94838.1366,0.45
3,-9.1,-342232.9004,1.82